Entry one
This record from the OMol25 dataset describes a 2-piece molecular cluster, CHBrF2OS overall. The level of theory is ωB97M-V/def2-TZVPD.

```
7
Properties=species:S:1:pos:R:3
C 0.6801 -0.9713 -1.3050
O -2.0868 1.3341 1.1066
F -0.1083 -1.8914 -1.8469
F -0.0176 -0.0212 -0.5651
S -0.9569 0.9905 1.9749
Br 0.9205 1.8876 1.2929
H 1.5690 -1.3283 -0.6574
```

The calculation puts the HOMO-LUMO gap (alpha / beta) at 8.81 / 8.09 eV. As for the total charge: 0.

---

Entry two
This record from the OMol25 dataset describes an isolated molecule of CHBrF2OS. The level of theory is ωB97M-V/def2-TZVPD.

```
7
Properties=species:S:1:pos:R:3
C 0.6115 -0.3649 0.2031
O -0.4015 2.0918 -0.1872
F 1.6438 -0.0024 0.8713
F 0.3040 -1.6494 0.5688
S -0.8388 0.7314 0.5021
Br -2.1979 -0.1878 -1.0715
H 0.8789 -0.6187 -0.8867
```

The calculation puts the HOMO-LUMO gap at 9.20 eV. As for the total charge: 0.

---

Most stable: entry two (next structure +36.1 kcal/mol)

---

Entry one
This record from the OMol25 dataset describes an isolated ion of composition C11H15N2 and charge +1. The level of theory is ωB97M-V/def2-TZVPD.

```
28
Properties=species:S:1:pos:R:3
H -3.3793 0.6976 -0.9314
N -2.5305 1.2454 -0.9974
C -1.3273 1.0730 -1.0684
C 0.0530 1.2296 -0.8488
C 0.1329 2.0667 0.4801
C 1.0148 1.7129 -1.9213
C -0.1384 -0.3124 -0.7278
C -0.3409 -1.0777 -1.8940
C -0.6471 -2.4344 -1.8329
C -1.0030 -2.9476 -0.5657
C -0.9095 -2.1900 0.5956
C -0.3164 -0.9259 0.5428
N 0.3558 -0.4079 1.5848
C 0.3316 -0.8258 3.0094
H 1.1108 2.0307 0.8007
H -0.5312 1.6952 1.1302
H 0.0542 3.0520 0.1363
H 0.4701 2.4720 -2.4670
H 1.1470 0.8485 -2.5370
H 2.0548 1.9998 -1.4877
H -0.2074 -0.5684 -2.9081
H -0.5847 -2.8542 -2.7644
H -1.4953 -3.8982 -0.5039
H -1.0339 -2.8324 1.4441
H 1.1563 0.1387 1.3114
H 0.5300 -1.9708 2.9735
H 1.0852 -0.3249 3.5285
H -0.6593 -0.6340 3.3442
```

The calculation puts the HOMO-LUMO gap (alpha / beta) at 7.83 / 7.83 eV. As for the SMILES: [H]/N=C1/C(C)(C)[C@]12C=CC=C/C2=[NH+]\C. As for the total charge: +1.

---

Entry two
This record from the OMol25 dataset describes C11H15N2 as an isolated structure. The level of theory is ωB97M-V/def2-TZVPD.

```
28
Properties=species:S:1:pos:R:3
C -2.4446 0.6650 -0.2064
C -2.1623 0.1307 2.3101
C 0.3791 -0.5839 1.4677
C -1.6101 0.5224 -1.2439
C -1.7890 0.1956 0.9266
C -0.4482 -0.1867 0.5157
C -1.2594 -0.1317 3.4164
C 0.0156 -0.7964 2.9275
C 2.0687 -0.5826 -1.1334
C 0.7121 0.0103 -1.6326
C 0.5349 0.9013 -3.3912
N -0.3263 0.1003 -0.8836
N 3.1943 -0.4211 -1.9841
H -3.4417 0.9850 -0.3032
H -3.0988 0.4321 2.4256
H 1.3044 -0.8596 1.1820
H -1.8215 0.6919 -2.2634
H -1.0257 0.9480 3.7649
H -1.9062 -0.6168 4.2864
H -0.1897 -1.9104 2.9046
H 0.8992 -0.7675 3.5812
H 2.3571 -0.0969 -0.0950
H 1.8533 -1.5919 -0.8422
H 0.6229 1.9693 -3.0380
H -0.3338 0.7409 -3.8926
H 1.3946 0.4696 -3.8418
H 3.5430 0.5518 -2.0209
H 2.9782 -0.7688 -2.9363
```

The calculation puts the HOMO-LUMO gap at 7.26 eV. As for the total charge: +1.

---

Most stable: entry one (next structure +23.5 kcal/mol)

---

Entry one
This record from the OMol25 dataset describes a 4-piece molecular cluster, C3H15N2O3 overall. The level of theory is ωB97M-V/def2-TZVPD.

```
23
Properties=species:S:1:pos:R:3
C -0.1583 -1.7827 -0.0489
C -0.4006 -0.3203 0.0376
C 0.0997 0.6589 -0.7594
N 1.1392 0.4592 -1.5763
N -1.5358 0.1026 0.9077
H 0.2955 -2.1902 -0.9460
H -1.0874 -2.3487 0.0648
H 0.4191 -2.1299 0.8228
H -0.2917 1.6680 -0.7188
H 1.4462 -0.4546 -1.8264
H 1.3926 1.1029 -2.3017
H -1.2726 0.8292 1.5919
H -1.8490 -0.7178 1.4034
H -2.3604 0.3583 0.3579
H 3.0983 -0.0089 1.9145
H 3.0642 1.5191 1.7496
O 2.6765 0.7983 2.2093
H -1.6674 -0.7815 -4.3371
H -2.4473 0.5201 -3.7675
O -1.6149 0.1697 -4.1119
H 0.1952 1.0351 3.8826
H 0.8404 0.7815 2.4609
O 0.0183 0.7318 2.9910
```

The calculation puts the HOMO-LUMO gap at 9.24 eV. As for the total charge: +1.

---

Entry two
This record from the OMol25 dataset describes a 4-piece molecular cluster, C3H15N2O3 overall. The level of theory is ωB97M-V/def2-TZVPD.

```
23
Properties=species:S:1:pos:R:3
C -3.3477 -0.8641 0.5279
C -2.1392 0.1023 0.4377
C -1.0081 -0.3548 -0.1351
N 0.2618 0.4263 -0.2359
N -2.2789 1.3688 0.8917
H -3.4280 -1.0779 1.6575
H -3.2306 -1.8726 -0.0012
H -4.2791 -0.3935 0.1232
H -0.9144 -1.2889 -0.6616
H 1.0082 0.0172 0.3381
H 0.2006 1.3992 0.0172
H 0.5636 0.5052 -1.3602
H -3.1055 1.5952 1.5526
H -1.5987 2.0058 0.9400
H 2.5818 -0.4403 -1.6351
H 2.2649 0.3561 -2.8122
O 2.4075 0.4756 -1.8911
H 3.2752 -2.7804 -0.9290
H 3.9038 -2.0457 -1.8694
O 3.1037 -1.9983 -1.4110
H 1.2051 0.6091 2.9614
H 1.7448 0.9987 1.4192
O 1.1011 1.0911 2.1378
```

The calculation puts the HOMO-LUMO gap at 9.22 eV. As for the total charge: +1.

---

Most stable: entry one (next structure +28.3 kcal/mol)

---

Entry one
This record from the OMol25 dataset describes C29H26N7O2SZn as an isolated structure. The level of theory is ωB97M-V/def2-TZVPD.

```
66
Properties=species:S:1:pos:R:3
Zn 0.2214 1.4072 -0.7995
C 0.1935 1.0137 -4.0786
O 0.0570 0.3449 -2.8197
C 0.1829 -1.0287 -2.8059
C 0.8533 -1.7059 -3.8149
C 0.9494 -3.0899 -3.7938
C 0.3644 -3.8104 -2.7639
C -0.3228 -3.1329 -1.7743
C -0.4259 -1.7413 -1.7597
N -1.2944 -1.2440 -0.7670
N -1.2539 -0.0085 -0.5366
C -2.2121 0.6080 0.2425
C -2.1997 2.0275 0.0845
O -1.2954 2.6556 -0.5925
C -3.2424 2.7898 0.7029
C -4.1788 2.1827 1.4589
C -4.1791 0.7671 1.6885
C -5.1473 0.1990 2.5303
C -5.1539 -1.1492 2.7906
C -4.1715 -1.9546 2.2084
C -3.2185 -1.4236 1.3670
C -3.1984 -0.0448 1.0745
H -0.3690 0.4811 -4.8440
H 1.2410 1.1001 -4.3679
H -0.2339 2.0023 -3.9420
H 1.3163 -1.1584 -4.6230
H 1.4736 -3.5971 -4.5928
H 0.4112 -4.8907 -2.7521
H -0.8404 -3.6671 -0.9878
H -3.2363 3.8593 0.5431
H -4.9592 2.7714 1.9277
H -5.8892 0.8485 2.9795
H -5.9076 -1.5821 3.4341
H -4.1611 -3.0175 2.4141
H -2.4870 -2.0739 0.9196
C 0.1852 1.2608 4.5813
N 0.8071 0.2305 3.7621
C 1.1388 -1.0436 4.1812
C 1.6192 -1.7008 3.1176
N 1.5808 -0.8184 2.0333
C 1.0727 0.3822 2.4481
S 0.7224 1.8051 1.6141
C 2.0997 -1.1768 0.7577
C 2.0095 -2.5040 0.3572
C 2.6699 -2.8843 -0.7956
C 3.3643 -1.9300 -1.5226
C 3.3132 -0.6213 -1.0849
N 2.7023 -0.2381 0.0417
H 0.1369 0.8983 5.6041
H -0.8169 1.4741 4.2127
H 0.7765 2.1726 4.5387
H 1.0153 -1.3620 5.2003
H 2.0266 -2.6904 3.0394
H 1.4333 -3.2170 0.9284
H 2.6282 -3.9122 -1.1292
H 3.9094 -2.1867 -2.4187
H 3.7940 0.1702 -1.6499
N 2.9101 2.6679 -0.7022
C 3.5629 3.8229 -0.8726
C 2.7957 4.6071 -1.7102
C 1.6683 3.8319 -1.9869
N 1.7531 2.6502 -1.3784
H 3.1105 1.8860 -0.0865
H 4.5095 4.0071 -0.3939
H 3.0138 5.5999 -2.0596
H 0.8014 4.0815 -2.5765
```

The calculation puts the HOMO-LUMO gap at 6.64 eV. As for the total charge: +1.

---

Entry two
This record from the OMol25 dataset describes C29H26N7O2SZn as an isolated structure. The level of theory is ωB97M-V/def2-TZVPD.

```
66
Properties=species:S:1:pos:R:3
Zn -0.7819 1.5263 -0.1981
C -1.8178 1.8860 2.7810
O -0.9740 1.0899 1.9382
C -0.5501 -0.1320 2.4265
C -1.2387 -0.7679 3.4492
C -0.7958 -1.9830 3.9509
C 0.3404 -2.5767 3.4240
C 1.0320 -1.9330 2.4142
C 0.6210 -0.7029 1.8949
N 1.5529 -0.1212 1.0111
N 1.1756 0.8859 0.3523
C 2.0572 1.6180 -0.4005
C 1.4672 2.8272 -0.8789
O 0.2262 3.1237 -0.6940
C 2.2916 3.7588 -1.5890
C 3.5818 3.4694 -1.8485
C 4.1908 2.2393 -1.4311
C 5.5248 1.9751 -1.7734
C 6.1313 0.7991 -1.4035
C 5.3979 -0.1372 -0.6728
C 4.0876 0.1010 -0.3140
C 3.4421 1.2992 -0.6847
H -1.4091 1.9135 3.7899
H -2.8374 1.5008 2.7903
H -1.8101 2.8848 2.3567
H -2.1261 -0.3153 3.8668
H -1.3381 -2.4524 4.7611
H 0.7050 -3.5157 3.8184
H 1.9555 -2.3416 2.0238
H 1.8302 4.6810 -1.9142
H 4.1945 4.1747 -2.3982
H 6.0710 2.7196 -2.3401
H 7.1613 0.6038 -1.6689
H 5.8666 -1.0649 -0.3692
H 3.5573 -0.6303 0.2697
C 1.7968 -1.1580 -3.2132
N 0.8904 -1.8785 -2.3236
C 1.0786 -3.1650 -1.8673
C 0.0593 -3.4454 -1.0403
N -0.7559 -2.3178 -0.9900
C -0.2313 -1.3547 -1.7965
S -0.7645 0.2115 -2.2086
C -1.9490 -2.2849 -0.2019
C -1.9949 -3.0680 0.9434
C -3.1878 -3.1326 1.6376
C -4.2724 -2.4007 1.1822
C -4.0976 -1.6140 0.0584
N -2.9599 -1.5537 -0.6359
H 2.6402 -1.8078 -3.4282
H 2.1456 -0.2519 -2.7234
H 1.2827 -0.8963 -4.1349
H 1.9095 -3.7687 -2.1845
H -0.1815 -4.3505 -0.5168
H -1.1197 -3.5893 1.3001
H -3.2604 -3.7396 2.5299
H -5.2277 -2.4268 1.6861
H -4.9150 -1.0078 -0.3156
N -3.5682 1.3925 -1.1560
C -4.6624 2.0811 -1.5019
C -4.5577 3.3331 -0.9307
C -3.3358 3.3133 -0.2556
N -2.7464 2.1276 -0.3889
H -3.2656 0.4604 -1.4349
H -5.4241 1.6438 -2.1249
H -5.2567 4.1464 -1.0041
H -2.8510 4.0990 0.3003
```

The calculation puts the HOMO-LUMO gap at 6.70 eV. As for the total charge: +1.

---

Most stable: entry two (next structure +5.9 kcal/mol)